A cluster of 17 separate species, C60H169N15O17 in total at a distorted geometry. Source: OMol25; level of theory: ωB97M-V with the def2-TZVPD basis set.

Geometry (Å):
O  2.4421  -1.0930  -4.2014
H  2.0189  -0.2086  -4.3572
H  3.0709  -1.3078  -4.9166
O  3.7112  -2.0819  -6.3782
H  2.9635  -2.1918  -6.9631
H  3.9133  -2.9836  -6.0045
C  0.6041  -7.0317  2.7545
C  0.2993  -5.6097  2.3491
C  1.2001  -5.0362  1.2010
O  2.3446  -4.3998  1.7911
C  2.9836  -3.5324  0.8167
N  -1.1657  -5.5451  2.0380
H  1.6542  -7.2081  2.7313
H  -0.0013  -7.8055  2.2308
H  0.2606  -7.1462  3.7727
H  0.3878  -4.9818  3.1879
H  0.6384  -4.2570  0.6694
H  1.4340  -5.8619  0.4968
H  3.4704  -4.0515  -0.0245
H  3.6654  -2.9390  1.3454
H  2.1832  -2.8243  0.4196
H  -1.3509  -5.8939  1.1278
H  -1.6232  -4.6281  1.9773
C  2.1286  -1.0303  7.9861
C  3.0001  -0.5823  6.7552
C  2.1569  -0.6077  5.4551
O  1.9552  -1.9823  5.0429
C  3.0271  -2.6221  4.4438
N  3.3685  0.8467  6.9529
H  1.8372  -2.0297  7.6479
H  1.2614  -0.3919  7.9679
H  2.6433  -1.1364  8.9329
H  3.8564  -1.3792  6.6975
H  2.6595  -0.0273  4.6920
H  1.1611  -0.1891  5.6659
H  3.5843  -2.0512  3.6743
H  2.6857  -3.5094  3.9545
H  3.8825  -2.8956  5.1066
H  4.2104  1.0846  6.3333
H  3.5823  0.9456  7.9269
C  1.9109  3.6485  -5.9911
C  1.4599  2.1163  -6.0932
C  2.6205  1.2800  -6.5702
O  3.1753  1.7205  -7.7716
C  4.1679  0.8490  -8.3110
N  0.9458  1.5478  -4.8318
H  2.2209  4.0809  -6.9008
H  2.7731  3.6791  -5.3206
H  1.1010  4.2187  -5.5475
H  0.6850  1.9563  -6.8475
H  2.3619  0.2465  -6.6221
H  3.4031  1.2486  -5.7903
H  5.0667  0.8593  -7.6523
H  4.5110  1.1762  -9.2987
H  3.9146  -0.1989  -8.4325
H  1.0623  2.2455  -4.0763
H  -0.0342  1.5928  -4.9299
C  -7.9291  -0.3725  -0.4494
C  -6.7952  -0.0059  -1.3738
C  -5.9427  1.2157  -0.7721
O  -4.8634  1.4306  -1.6887
C  -3.9314  2.3544  -1.1472
N  -5.9115  -1.0737  -1.6429
H  -8.3246  -1.2763  -0.9008
H  -8.7042  0.4056  -0.4227
H  -7.5968  -0.6044  0.5809
H  -7.2255  0.3801  -2.2910
H  -5.5355  0.9700  0.2269
H  -6.6074  2.0981  -0.7016
H  -3.2033  2.4132  -1.8862
H  -3.5720  1.9499  -0.1891
H  -4.3236  3.3761  -0.9585
H  -4.9351  -0.7385  -1.8673
H  -5.9414  -1.7591  -0.9576
C  -0.1967  2.4977  6.7010
C  -0.0306  4.0224  7.1234
C  0.2918  4.1133  8.6191
O  0.4862  5.4825  8.9163
C  0.1203  5.8402  10.2361
N  1.1085  4.5326  6.3819
H  0.8278  2.1235  6.9619
H  -0.4758  2.3881  5.6466
H  -0.9887  2.1255  7.3590
H  -0.8583  4.6966  6.9330
H  1.1651  3.4569  8.8202
H  -0.5216  3.7854  9.3504
H  0.7191  5.2172  10.9656
H  -0.9466  5.7714  10.4701
H  0.4899  6.8759  10.3101
H  1.9974  3.9944  6.5503
H  1.2276  5.5308  6.6478
C  -1.9756  4.4894  1.6300
C  -2.5058  4.7206  3.0114
C  -2.7381  3.4069  3.8142
O  -3.5892  2.4831  3.2252
C  -4.9643  2.9151  3.2774
N  -1.5977  5.5046  3.8839
H  -0.9566  4.1327  1.6582
H  -2.1013  5.4368  1.0263
H  -2.6093  3.7684  1.1588
H  -3.3794  5.3973  2.9185
H  -3.2272  3.6930  4.7553
H  -1.7786  2.9360  3.9643
H  -5.1550  3.8851  2.7898
H  -5.3163  2.8915  4.2526
H  -5.5452  2.2499  2.6530
H  -2.0208  5.7755  4.7836
H  -0.7339  4.9778  4.1487
C  2.6254  5.5065  -0.5831
C  1.8416  5.0313  -1.8324
C  0.9347  3.8203  -1.4487
O  0.2048  3.4292  -2.5888
C  -0.9121  2.6695  -2.2749
N  0.9362  6.1122  -2.2584
H  3.2944  4.7578  -0.2487
H  1.9351  5.6361  0.2440
H  3.0793  6.4999  -0.6622
H  2.4074  4.7899  -2.7087
H  0.2499  4.1696  -0.7453
H  1.5686  3.0114  -1.1073
H  -1.5985  2.6270  -3.0515
H  -1.2833  2.9785  -1.3191
H  -0.6177  1.5994  -2.0925
H  0.3951  5.8543  -3.0691
H  0.2324  6.1417  -1.4961
C  0.0542  -1.6580  -6.6986
C  0.2355  -2.1227  -8.1158
C  0.5309  -0.9605  -9.0474
O  0.5835  -1.3503  -10.4110
C  -0.6705  -1.6904  -10.9679
N  1.4145  -2.9199  -8.1333
H  0.8272  -0.9283  -6.3871
H  0.0496  -2.5148  -5.9827
H  -0.9078  -1.1303  -6.6072
H  -0.6061  -2.6972  -8.4988
H  1.5656  -0.6358  -8.8284
H  -0.1970  -0.1495  -9.0347
H  -1.2675  -2.1871  -10.2551
H  -0.5861  -2.4122  -11.7887
H  -1.1375  -0.8244  -11.4659
H  1.1915  -3.7443  -7.5853
H  1.6716  -3.2960  -9.0531
C  3.8333  1.2804  -1.4129
C  5.0354  0.3455  -1.4666
C  5.8987  0.3706  -0.1933
O  6.9778  -0.5953  -0.4276
C  7.7840  -0.6216  0.7349
N  4.4439  -1.0361  -1.6407
H  4.2633  2.3417  -1.4744
H  3.3164  1.0723  -0.4838
H  3.2433  1.1003  -2.2968
H  5.6304  0.7169  -2.3719
H  5.2686  0.1279  0.6725
H  6.3528  1.3430  0.0783
H  8.6726  -1.1768  0.4868
H  7.3769  -1.1457  1.6371
H  7.9554  0.4227  0.9440
H  5.1819  -1.7524  -1.7690
H  3.9442  -1.1161  -2.5506
C  3.5178  2.5746  1.9594
C  4.0793  3.1516  3.2605
C  4.1340  4.6351  3.5065
O  4.9364  4.7285  4.7389
C  4.7812  5.9044  5.4622
N  3.4803  2.4680  4.3910
H  3.8502  1.5191  1.8234
H  3.8035  3.1604  1.1296
H  2.4255  2.5394  2.0534
H  5.0738  2.7680  3.2916
H  3.1878  5.0624  3.8217
H  4.4922  5.2928  2.7294
H  5.4592  5.9999  6.3159
H  3.7177  5.9097  5.6849
H  4.8136  6.8698  4.8636
H  3.9777  2.7181  5.1868
H  2.5255  2.7011  4.5558
C  -2.8077  -4.4321  6.2792
C  -1.8199  -3.7221  5.3681
C  -2.4168  -2.3258  5.0066
O  -3.5631  -2.4978  4.2022
C  -4.2906  -1.3099  3.9290
N  -0.5673  -3.4487  5.9300
H  -2.4310  -5.4298  6.6316
H  -3.7153  -4.6358  5.6872
H  -3.0908  -3.7455  7.1158
H  -1.8015  -4.2566  4.3757
H  -1.6182  -1.6740  4.5198
H  -2.6906  -1.6850  5.9329
H  -3.7414  -0.6545  3.2606
H  -4.5898  -0.8391  4.8832
H  -5.1889  -1.6195  3.3966
H  0.0861  -3.0566  5.2524
H  0.0017  -4.1940  6.2506
C  0.2666  0.7600  2.7315
C  -0.0020  0.8731  1.2314
C  0.7301  -0.1227  0.3822
O  0.4752  0.1944  -1.0126
C  0.6177  -0.9499  -1.8116
N  -1.4787  0.7204  1.0960
H  -0.4045  1.5190  3.1670
H  1.3282  0.9998  2.9305
H  -0.0056  -0.2235  3.1073
H  0.2478  1.9908  1.0826
H  0.4363  -1.1804  0.6712
H  1.7857  0.0283  0.6862
H  0.3722  -0.7203  -2.8716
H  -0.0451  -1.7569  -1.4889
H  1.6390  -1.2556  -1.8673
H  -1.9652  1.3431  1.7603
H  -1.7662  0.8182  0.0966
C  -3.5745  -1.2392  -5.5275
C  -3.1129  0.1388  -4.8817
C  -4.1530  1.2518  -4.9043
O  -3.5346  2.3870  -4.3017
C  -4.4003  3.4846  -4.3751
N  -2.9547  -0.2026  -3.4987
H  -4.5709  -1.4847  -5.0825
H  -2.7900  -1.9134  -5.2338
H  -3.7731  -1.2055  -6.6113
H  -2.1592  0.4906  -5.3585
H  -4.8592  0.8859  -4.1481
H  -4.6012  1.4768  -5.8810
H  -3.9864  4.2922  -3.7244
H  -5.3494  3.2258  -3.9819
H  -4.4239  3.9301  -5.3683
H  -2.1326  -0.7166  -3.2992
H  -2.8939  0.6657  -2.9833
C  1.9760  -4.6791  -2.3452
C  1.6622  -5.0231  -3.8197
C  0.1746  -5.3370  -4.0520
O  -0.2912  -6.4581  -3.2619
C  -1.6707  -6.6770  -3.5574
N  2.1319  -4.0305  -4.7813
H  1.7199  -3.6714  -2.0837
H  3.0594  -4.8021  -2.1840
H  1.4995  -5.3837  -1.6516
H  2.1266  -5.9717  -4.0065
H  0.0601  -5.6384  -5.0884
H  -0.4523  -4.4163  -3.7093
H  -1.9531  -7.6334  -3.0978
H  -1.8704  -6.8775  -4.6028
H  -2.2289  -5.8420  -3.2205
H  2.0628  -3.1616  -4.3329
H  1.4487  -3.8467  -5.4810
C  -2.6382  -2.2918  -0.9051
C  -3.2886  -2.6631  0.3778
C  -3.8094  -4.0534  0.4068
O  -4.9227  -4.2305  -0.4530
C  -5.2989  -5.5373  -0.5698
N  -2.3161  -2.4112  1.4681
H  -2.6303  -1.2180  -0.9564
H  -3.1699  -2.6803  -1.7833
H  -1.6282  -2.7552  -0.9379
H  -4.1874  -2.0314  0.4262
H  -4.1490  -4.2860  1.4631
H  -3.0509  -4.7835  0.2513
H  -5.8961  -5.6120  -1.5120
H  -5.9321  -5.8203  0.2286
H  -4.4468  -6.2397  -0.6945
H  -1.8926  -1.4973  1.3324
H  -2.7218  -2.4825  2.4311

Calculated values
Relative energy (zero: lowest compared OMol25 entry of this formula, charge and spin) in kJ/mol: 0.0
Total energy in eV: -122109.210
Total charge: 0

A structure of composition C24H16AuN10O2Se at a distorted geometry. Source: OMol25; level of theory: ωB97M-V with the def2-TZVPD basis set.

Geometry (Å):
Au  -0.1777  -0.1080  -0.1802
O  5.2693  -0.0059  4.9406
N  5.1647  0.0002  3.7198
O  6.1128  -0.2471  2.9910
C  3.8645  0.2414  3.2352
C  2.8286  0.1971  4.1493
C  1.4547  0.2771  3.6854
C  0.3532  0.2829  4.5924
C  -0.9160  0.2040  4.0599
C  -1.1189  0.1518  2.7104
N  -0.1046  0.1240  1.8006
C  1.1409  0.3117  2.2984
C  2.2707  0.3335  1.3875
N  1.8568  0.2515  0.0879
C  2.8041  0.2640  -0.8808
C  4.1434  0.3634  -0.5707
C  4.5609  0.3939  0.7405
C  3.6200  0.3226  1.7729
H  3.0518  0.1989  5.2073
H  0.5398  0.2249  5.6536
H  -1.7680  0.2322  4.7466
H  -2.1411  0.1310  2.3203
H  2.4651  0.1918  -1.9600
H  4.8825  0.4472  -1.3987
H  5.6299  0.4636  0.9395
N  -4.0864  -1.9388  -0.6011
C  -2.7964  -1.9426  -0.3029
N  -2.3977  -0.7094  -0.0604
C  -3.5672  0.0623  -0.2962
N  -4.5949  -0.7132  -0.6054
C  -3.7122  1.4920  -0.2041
C  -5.0421  1.9844  -0.0417
N  -5.3256  3.2599  -0.1066
C  -4.3075  4.0878  -0.2243
C  -3.0042  3.6020  -0.3530
N  -2.6655  2.3164  -0.3089
H  -4.7076  -2.7351  -0.6635
H  -2.1875  -2.8558  -0.2448
H  -5.8572  1.2646  0.1008
H  -4.4954  5.1541  -0.2787
H  -2.1717  4.3270  -0.3422
Se  -1.0385  1.2691  -3.0435
N  -0.3268  -0.2109  -2.1131
C  0.1105  -1.1307  -2.9666
C  0.8353  -2.3181  -2.6903
C  1.2025  -3.1505  -3.7260
C  0.9561  -2.8090  -5.0852
C  0.2657  -1.6598  -5.4033
C  -0.1467  -0.7445  -4.3746
N  -0.7347  0.4431  -4.6069
H  1.0116  -2.5799  -1.6794
H  1.6771  -4.0942  -3.4662
H  1.2584  -3.4993  -5.8842
H  0.0614  -1.4182  -6.4766

Calculated values
Relative energy (zero: lowest compared OMol25 entry of this formula, charge and spin) in kJ/mol: 0.0
Total energy in eV: -113148.881
Total charge: +3
Spin multiplicity: 3

A structure of composition C46H46ClN3OPPtSi. Source: OMol25; level of theory: ωB97M-V with the def2-TZVPD basis set.

Geometry (Å):
Pt  -0.6871  -0.3858  -0.5352
C  -2.9503  1.4072  0.8758
N  -2.1107  1.1570  -0.2838
C  -2.0880  2.0185  -1.2412
C  -1.0828  1.8712  -2.2490
C  -0.7614  2.5882  -3.4048
C  0.3910  1.9858  -3.9207
C  0.7181  0.9353  -3.0502
N  -0.1652  0.8652  -2.0494
C  -4.3945  0.9910  0.7205
C  -5.3572  1.5271  1.5720
C  -6.6747  1.1008  1.5088
C  -7.0456  0.1272  0.5899
C  -6.0917  -0.4062  -0.2642
C  -4.7739  0.0288  -0.2049
H  -2.8972  2.4672  1.1504
H  -2.5185  0.8392  1.7023
H  -2.7640  2.8745  -1.2430
H  -1.3105  3.4223  -3.8155
H  0.9295  2.2624  -4.8141
H  1.5402  0.2398  -3.1136
H  -5.0669  2.2804  2.2974
H  -7.4119  1.5255  2.1796
H  -8.0719  -0.2158  0.5446
H  -6.3597  -1.1789  -0.9740
H  -4.0356  -0.4065  -0.8636
Cl  3.8686  -3.1265  4.1317
C  3.0015  -2.7221  2.6602
C  2.0791  -3.6117  2.1443
C  1.3939  -3.2800  0.9814
C  1.6122  -2.0719  0.3222
C  0.8806  -1.6748  -0.9134
C  2.5567  -1.2009  0.8789
C  3.2514  -1.5106  2.0337
H  1.8905  -4.5501  2.6494
H  0.6645  -3.9708  0.5744
H  0.5651  -2.5608  -1.4746
H  1.5956  -1.1334  -1.5412
H  2.7146  -0.2435  0.3987
H  3.9722  -0.8193  2.4523
C  -0.3099  -0.6666  3.0144
Si  -1.5770  -1.9247  2.4283
C  -1.1892  -3.6538  3.1102
C  -3.2111  -1.4552  3.2722
N  -1.6330  -1.8156  0.6904
C  -2.5032  -2.6379  -0.0019
C  -3.3094  -3.6177  0.6343
C  -4.2160  -4.4039  -0.0547
C  -4.3771  -4.2878  -1.4292
C  -3.5757  -3.3636  -2.0875
C  -2.6652  -2.5724  -1.4079
H  0.6132  -1.1010  3.3997
H  -0.7292  0.0146  3.7597
H  -0.0742  -0.1058  2.1094
H  -0.4308  -3.5890  3.8946
H  -0.8190  -4.3285  2.3385
H  -2.0829  -4.1082  3.5463
H  -3.0604  -1.5374  4.3548
H  -4.0579  -2.0870  3.0006
H  -3.4996  -0.4232  3.0611
H  -3.2349  -3.7690  1.7005
H  -4.8071  -5.1238  0.5020
H  -5.0884  -4.9020  -1.9667
H  -3.6530  -3.2499  -3.1639
H  -2.0604  -1.8673  -1.9644
O  1.2164  1.8191  0.6975
P  2.1186  2.8789  1.1979
C  2.5548  4.0542  -0.1020
C  3.5788  4.9926  0.0217
C  3.8499  5.8627  -1.0213
C  3.1067  5.7883  -2.1948
C  2.1020  4.8423  -2.3278
C  1.8217  3.9717  -1.2819
C  3.6984  2.2841  1.8566
C  3.9236  2.1399  3.2219
C  5.0963  1.5534  3.6794
C  6.0441  1.1006  2.7743
C  5.8220  1.2330  1.4091
C  4.6552  1.8234  0.9524
C  1.3274  3.8044  2.5401
C  1.8900  4.9048  3.1823
C  1.1917  5.5564  4.1864
C  -0.0726  5.1103  4.5538
C  -0.6355  4.0139  3.9185
C  0.0617  3.3601  2.9112
H  4.1807  5.0287  0.9229
H  4.6468  6.5898  -0.9270
H  3.3256  6.4639  -3.0127
H  1.5372  4.7547  -3.2466
H  1.0544  3.2112  -1.3877
H  3.1769  2.4727  3.9321
H  5.2601  1.4365  4.7429
H  6.9521  0.6311  3.1310
H  6.5536  0.8663  0.7008
H  4.4759  1.9154  -0.1131
H  2.8760  5.2561  2.9018
H  1.6320  6.4114  4.6837
H  -0.6170  5.6198  5.3390
H  -1.6179  3.6614  4.2066
H  -0.3533  2.4966  2.4043

Calculated values
Total energy in eV: -87907.895
Total charge: -1

The ion C5H13N2 with charge +1 at a distorted geometry. Source: OMol25; level of theory: ωB97M-V with the def2-TZVPD basis set.

Geometry (Å):
C  -0.9395  -1.5397  -0.9260
C  0.2390  -0.5800  -1.1842
C  1.2151  -0.5591  -0.0189
C  1.0771  0.2425  1.0641
N  0.3481  1.4021  1.1315
C  0.3652  2.4276  0.0874
N  -1.3700  -1.5151  0.5222
H  -0.6667  -2.5609  -1.1501
H  -1.8207  -1.2518  -1.4952
H  -0.1922  0.3842  -1.4696
H  0.6957  -0.8615  -2.1287
H  2.1837  -0.8975  -0.3708
H  1.7609  0.1686  1.9103
H  -2.2027  -0.9699  0.7310
H  -0.2103  2.1118  -0.7821
H  1.3650  2.5634  -0.3404
H  0.0094  3.3563  0.5132
H  0.2121  1.8014  2.0439
H  -1.5813  -2.4611  0.8475
H  -0.4881  -1.2612  1.0148

Calculated values
Relative energy (zero: lowest compared OMol25 entry of this formula, charge and spin) in kJ/mol: 246.6
SMILES: CN/C=C\CC[NH3+]
Total energy in eV: -8368.255
Total charge: +1

The ion C5H9N2 with charge +1 at a distorted geometry. Source: OMol25; level of theory: ωB97M-V with the def2-TZVPD basis set.

Geometry (Å):
C  -0.9327  0.7630  -0.3613
C  0.2671  1.2033  0.3902
C  -2.7742  -0.7362  0.1690
C  1.4959  -0.7620  -0.7477
C  1.1245  -1.2110  0.5813
N  -1.6225  -0.2419  0.0390
N  1.3786  0.1780  0.3739
H  -1.1580  1.2311  -1.3121
H  0.6559  2.1265  -0.0453
H  0.0216  1.3671  1.4448
H  -3.6579  -0.1186  0.2857
H  -2.8739  -1.8083  0.2484
H  2.4772  -0.9062  -1.1870
H  0.7056  -0.6441  -1.4859
H  1.6923  -1.7930  1.2770
H  2.2235  0.6124  0.7421

Calculated values
Relative energy (zero: lowest compared OMol25 entry of this formula, charge and spin) in kJ/mol: 646.0
Total energy in eV: -8299.037
Total charge: +1